1.
Below is a molecular structure, C18H20B2Ba2Br10O16 at a distorted geometry, with properties calculated with ωB97M-V with the def2-TZVPD basis set.

Geometry as XYZ:
```
68
Properties=species:S:1:pos:R:3:forces:R:3:lowdin_charge:R:1
Ba -0.30290 -5.97740 0.78972 0.5432 1.4333 -0.1521 1.9312
Ba 3.96771 3.85705 1.57885 -0.4578 -1.2912 0.0509 1.8789
O 1.09577 -4.45074 2.59096 -0.4001 -0.1494 0.1662 -0.0739
C 2.01702 -3.81478 2.16077 2.2245 2.0072 -0.5478 -0.3440
O 2.63624 -2.69435 2.62309 -2.5062 -2.1048 0.6072 0.2443
B 3.62709 -2.23036 1.70326 1.1102 -0.3051 -0.1454 -0.8846
O 3.63589 -3.25898 0.62137 0.9312 -0.0088 -0.9897 0.3009
C 2.76012 -4.15607 0.82346 -1.8106 -0.6574 1.0979 -0.4001
O 2.38234 -5.13184 0.18947 0.1629 0.3807 -0.1786 -0.0136
O 4.92755 -2.05017 2.36527 -0.3600 -1.2247 -0.0620 0.2834
C 5.30430 -0.81165 2.33095 2.7691 1.3562 0.7153 -0.3766
O 6.36014 -0.33504 2.71350 -2.0631 -0.6148 -0.5881 0.1747
C 4.20707 -0.02352 1.63103 -1.0531 -0.8341 -0.4880 -0.2975
O 3.34132 -0.92042 1.13621 0.2984 2.2361 0.3085 0.2459
O 4.11369 1.18649 1.54247 -0.1381 -0.1172 -0.2010 -0.0851
O 2.38674 2.81827 -0.41490 -2.2975 -1.8511 1.0763 -0.1262
C 1.44633 2.07010 -0.03406 2.5434 1.2488 -0.8440 -0.3559
O 0.85109 1.14265 -0.74064 1.0148 1.3706 0.1526 0.2595
B -0.03592 0.41494 0.12942 -1.5626 -2.0122 -0.1117 -0.8407
O -0.03999 1.15086 1.41187 -0.4884 0.0362 0.4897 0.2524
C 0.89614 2.03277 1.41834 0.7513 1.6066 0.4613 -0.4230
O 1.31031 2.74527 2.34184 -0.1711 -1.2495 -1.6857 0.0015
O -1.37321 0.19982 -0.54927 1.2443 -0.0908 0.9737 0.2114
C -1.64923 -1.08883 -0.58054 -4.3582 -2.0898 -1.5858 -0.3033
O -2.73817 -1.61971 -0.96384 4.7630 2.1854 1.5422 0.1022
C -0.45469 -1.88805 -0.00019 0.5585 0.9451 1.0372 -0.3270
O 0.45441 -0.97560 0.47360 -1.6519 -1.3320 -1.4296 0.1787
O -0.42321 -3.09501 0.14454 0.4992 0.5641 0.0184 -0.0147
Br 0.04294 -2.51824 5.02245 -0.1731 0.7983 -0.7775 0.6572
C -0.04590 -1.01639 3.71211 -0.5844 0.6126 0.6545 -0.6421
C -0.37487 0.31986 4.43636 0.3604 -1.1549 0.2579 -0.6432
Br -2.28663 0.36980 4.95893 0.8659 0.2061 -0.5391 0.6198
H -0.83295 -1.17688 2.97529 -0.1048 -0.4837 0.2819 0.0430
H 0.88306 -0.99865 3.14218 0.1682 0.0707 0.4821 0.0364
H -0.04724 1.14428 3.80304 -0.7000 0.0772 0.1469 0.0307
H 0.14717 0.39236 5.39046 0.0244 -0.0570 -0.1629 0.0430
Br -5.90039 2.18424 -0.09523 1.4958 1.1124 -0.7500 0.5163
C -4.47958 3.35120 -1.08060 0.0933 -1.4308 -0.0405 -0.5590
C -3.24448 2.45544 -1.44564 -1.5382 0.3919 0.3166 -0.6441
Br -2.37293 3.18907 -3.11712 -0.3799 -0.6070 1.2987 0.6469
H -4.12682 4.13651 -0.41206 -0.5259 -0.0660 0.0316 0.0308
H -5.02268 3.74784 -1.93840 0.1440 -0.1464 0.1964 0.0399
H -3.50767 1.41212 -1.61975 -0.0830 0.3011 -0.5497 0.0322
H -2.62145 2.43552 -0.55147 0.5632 0.2839 -0.6386 -0.0018
Br -7.01863 -4.11211 -4.01696 0.9072 -0.7714 1.4154 0.5933
C -6.14500 -4.89986 -2.36466 0.8905 0.6522 0.0947 -0.6340
C -4.73399 -4.28783 -2.14921 -0.6172 -0.2453 -1.0406 -0.6199
Br -3.95842 -5.13149 -0.52988 0.0177 0.1540 0.1161 0.5582
H -5.95807 -5.97155 -2.43271 -0.6647 0.0447 -0.5432 0.0497
H -6.78480 -4.69899 -1.50535 -0.1133 0.0988 -0.3297 0.0529
H -4.69883 -3.20099 -2.07403 0.0292 -0.2220 0.4207 0.0541
H -4.06751 -4.62422 -2.94340 -0.0889 0.1822 0.0741 0.0541
Br -1.03420 4.65217 0.15927 0.6816 0.1430 -0.6448 0.7370
C 0.06031 5.05575 -1.46756 -0.0052 -0.4964 0.9354 -0.5932
C 1.00542 6.23989 -1.20142 -0.8483 -0.7420 -1.0648 -0.5373
Br 2.22200 5.98236 0.34562 -0.6675 0.8432 -0.3931 0.5387
H -0.69301 5.13316 -2.25154 0.1107 1.0555 0.0671 -0.0029
H 0.54887 4.13137 -1.77565 0.3911 0.1028 0.5296 0.0429
H 0.45148 7.16233 -1.02716 0.2726 -0.1213 0.3420 0.0779
H 1.68141 6.36099 -2.04786 -0.0116 0.0589 0.1296 0.0757
Br 1.73559 -1.95576 -2.97199 0.1602 -0.0287 0.7784 0.6880
C 2.94939 -0.55245 -2.34782 0.2105 -0.0932 -0.0688 -0.6838
C 2.68567 0.65631 -3.14632 -0.3502 0.4864 -1.8172 -0.6618
Br 3.23037 0.24978 -5.05807 -0.1477 0.7684 1.0873 0.5897
H 3.97448 -0.86573 -2.54566 -0.1716 -0.3604 0.3271 0.0645
H 2.79624 -0.26861 -1.30663 -0.1337 -0.7570 0.0954 0.0432
H 3.21195 1.52194 -2.74407 0.2777 -0.0585 -0.3950 0.0617
H 1.62543 0.89994 -3.21427 0.1498 -0.0397 -0.0121 0.0456
```
Forces are in eV/Å.

Results
Charge = +2
Total energy = -754915.7121 eV

2.
Below is a single C2H4N2O2 molecule at a distorted geometry, with properties calculated with ωB97M-V with the def2-TZVPD basis set.

Geometry as XYZ:
```
10
Properties=species:S:1:pos:R:3:forces:R:3:nbo_charge:R:1
H 0.51488 2.00690 0.04179 -1.8865 -1.5527 -1.0138 0.4021
N -0.45352 1.59596 -0.19130 0.8078 -0.8793 0.7456 -0.7477
C -0.59612 0.32112 -0.14312 -1.2465 2.9548 1.2691 0.6745
N -1.77613 -0.41245 -0.00695 -1.4220 -0.5444 1.5599 -0.8322
O 0.30955 -0.65594 -0.10286 3.2747 -2.6765 -0.5944 -0.5334
C 1.64720 -0.53782 -0.14670 2.8787 3.2164 0.5420 0.6419
O 2.22524 0.53173 0.17602 -1.6505 -4.1550 -1.2539 -0.5682
H -1.52858 -1.39331 0.37202 -0.9619 2.4012 -0.9411 0.3992
H -2.57333 0.05760 0.52759 1.8192 -0.8092 -1.2668 0.4051
H 2.23081 -1.51379 -0.52650 -1.6129 2.0447 0.9534 0.1587
```
Forces are in eV/Å.

Results
Charge = 0
Total energy = -9212.9092 eV
SMILES = [H]/N=C(/N)OC=O

3.
Below is a single C5H6O molecule, with properties calculated with ωB97M-V with the def2-TZVPD basis set.

Geometry as XYZ:
```
12
Properties=species:S:1:pos:R:3:forces:R:3:nbo_charge:R:1
C 0.19817 1.25295 0.87001 -0.0148 0.0039 0.0775 -0.6007
C 0.32770 0.63463 -0.52100 0.0857 0.0940 -0.0867 -0.3959
C 0.43039 -0.87708 -0.48287 0.4263 -0.3330 0.0694 -0.4949
C 1.45450 -1.68778 -0.47815 -0.4794 0.5780 -0.1164 0.3204
C -0.85067 -1.65304 -0.32483 -0.2951 -0.0947 0.0772 0.4309
O -1.86674 -1.11031 0.02736 0.1723 -0.0225 -0.1667 -0.5078
H -0.69719 0.88536 1.37772 0.1346 0.0457 -0.0740 0.2261
H 1.07154 1.01812 1.48485 -0.1045 0.0423 -0.0723 0.2094
H 0.12065 2.34063 0.77708 0.0066 -0.1383 0.0472 0.2155
H 1.19842 1.04210 -1.04128 -0.0868 -0.0836 0.0660 0.2229
H -0.55970 0.87635 -1.11658 0.1453 -0.0654 0.0760 0.2330
H -0.82706 -2.72193 -0.57233 0.0099 -0.0264 0.1028 0.1411
```
Forces are in eV/Å.

Results
Charge = 0
Total energy = -7325.5610 eV

4.
Below is a single C20H26N2O3 molecule at a distorted geometry, with properties calculated with ωB97M-V with the def2-TZVPD basis set.

Geometry as XYZ:
```
51
Properties=species:S:1:pos:R:3:forces:R:3:nbo_charge:R:1
C -0.79081 -5.23652 -2.70113 0.0244 0.0314 0.0537 -0.6406
C -1.60481 -4.01248 -2.39893 0.0935 -0.0716 0.1659 -0.0693
C -2.38294 -3.43102 -3.38982 0.0345 0.0434 0.0568 -0.2116
C -3.15832 -2.31795 -3.12122 -0.0561 0.0413 -0.0629 -0.2059
C -3.18486 -1.78985 -1.84539 0.0770 -0.0921 -0.0187 -0.2021
C -2.41997 -2.34516 -0.82733 0.0774 -0.1648 0.1252 -0.0577
C -2.48517 -1.76225 0.55190 0.0484 -0.0236 0.0485 -0.6439
C -1.61331 -3.44643 -1.12129 -0.1290 0.1264 -0.1327 0.3220
O -0.83502 -4.00765 -0.10926 -0.4992 -0.0582 -0.1710 -0.5277
C 0.53580 -3.66249 -0.15411 0.3176 0.1019 0.0915 -0.1140
C 0.74939 -2.19625 0.03864 -0.1844 0.5664 -0.8447 0.2873
C 0.49783 -1.12588 -0.77382 0.3360 -0.3938 0.5129 -0.3146
C 0.83074 -0.00635 0.03037 -0.1334 -1.0205 0.1788 0.0449
C 0.56469 1.41200 -0.33693 0.2152 0.2432 0.0820 0.6499
O -0.46450 1.66879 -0.94279 -0.1426 -0.1094 -0.0741 -0.6178
N 1.44564 2.35881 0.03377 -0.1109 0.0149 -0.0217 -0.4217
C 2.76632 2.11622 0.56290 0.6215 -0.0283 0.1496 -0.2136
C 3.06934 2.88132 1.85449 -0.1559 -0.2584 -0.0676 -0.4073
C 2.01235 2.69528 2.94523 0.1284 0.2826 -0.0011 -0.4123
C 0.90182 3.75259 2.95895 -0.1607 -0.3165 0.0410 -0.3999
C -0.25702 3.51471 1.98481 0.0483 0.3163 -0.0575 -0.3985
C -0.13552 4.18118 0.61345 -0.0623 -0.1779 -0.0011 -0.4086
C 1.07190 3.73586 -0.22686 -0.3794 0.2083 -0.1510 -0.2226
N 1.24033 -0.40388 1.21163 0.0193 1.0214 0.1991 -0.1252
O 1.19224 -1.75323 1.22554 -0.0995 -0.5812 -0.0583 -0.2578
H -1.31977 -5.87107 -3.40888 0.0155 -0.0544 -0.0400 0.2226
H 0.16644 -4.96541 -3.14975 0.0736 -0.0671 -0.0068 0.2149
H -0.60339 -5.80372 -1.79235 0.0564 -0.0771 -0.0141 0.2267
H -2.37899 -3.86218 -4.38059 -0.0049 -0.0647 -0.0951 0.2077
H -3.75124 -1.87079 -3.90503 -0.0593 0.0369 -0.0659 0.2134
H -3.79803 -0.92872 -1.62615 -0.0700 0.1084 0.0329 0.2140
H -2.16001 -0.72225 0.53545 0.0385 0.0617 0.0553 0.2314
H -1.86257 -2.32446 1.24258 -0.0106 0.0666 0.0729 0.2273
H -3.51172 -1.78478 0.91492 -0.0543 0.0130 0.0643 0.2227
H 0.98767 -3.96747 -1.10767 -0.0658 0.0022 0.1686 0.1932
H 1.00267 -4.20977 0.66826 0.0439 0.0447 -0.1650 0.2197
H 0.12546 -1.11265 -1.77543 -0.1295 -0.0534 -0.2305 0.2580
H 3.50753 2.40046 -0.19859 -0.0515 -0.0901 0.0622 0.1872
H 2.86528 1.05081 0.76161 0.0969 0.1913 -0.0879 0.2328
H 4.03041 2.50802 2.21404 0.0584 0.0518 -0.0620 0.2156
H 3.19856 3.94597 1.65093 0.0889 0.0447 0.0016 0.1927
H 2.51884 2.74294 3.91183 -0.0055 -0.0785 0.0036 0.2075
H 1.57377 1.70033 2.85229 -0.0186 -0.0670 0.1140 0.2205
H 1.33275 4.74153 2.78541 0.0402 0.1082 0.0687 0.1894
H 0.48334 3.76088 3.96816 0.0248 0.0836 0.0044 0.2088
H -0.40207 2.44109 1.85523 -0.1064 -0.0394 0.0582 0.2020
H -1.17220 3.90583 2.43618 -0.0293 -0.0775 -0.0218 0.2104
H -0.08824 5.26537 0.73378 -0.0277 0.0481 -0.0067 0.2009
H -1.04419 3.94240 0.05961 0.0333 0.1169 -0.0309 0.2278
H 0.81427 3.83768 -1.28678 0.1142 0.0501 0.0973 0.2209
H 1.93929 4.36057 -0.02185 0.0208 -0.0600 -0.0198 0.2004
```
Forces are in eV/Å.

Results
Charge = 0
Total energy = -30283.6902 eV
SMILES = Cc1cccc(C)c1OCc1cc(C(=O)N2CCCCCCC2)no1

5.
Below is 2 unconnected molecules or ions with the total composition C7H16NO3Si at a distorted geometry, with properties calculated with ωB97M-V with the def2-TZVPD basis set.

Geometry as XYZ:
```
28
Properties=species:S:1:pos:R:3:forces:R:3:nbo_charge:R:1
C 2.51698 1.44465 -0.53814 -0.3180 -1.3788 1.2982 0.7435
C 2.18776 -1.69222 -1.03519 2.7068 0.1350 1.2566 -0.6440
C -2.83771 -0.01878 -1.32231 1.5458 2.1221 -2.0159 -1.1425
C -2.43369 1.77242 1.09294 -1.5871 1.4516 -1.2291 -1.1281
C -1.58450 -1.14072 1.18405 0.2576 1.0986 0.4884 -1.1292
C 1.53653 0.49176 0.29366 -2.9487 0.5327 -1.7319 -0.0697
C 2.03506 -0.97633 0.36607 -1.3599 -0.8860 0.8307 0.0487
N -0.14797 0.31335 -0.80401 3.3264 0.8472 2.3904 -1.1984
O 2.06568 2.30490 -1.28535 0.0306 0.0860 -0.1346 -0.7216
O 3.69774 1.12532 -0.20875 -0.0667 0.6960 -0.6059 -0.7867
O 3.16820 -0.99759 1.23938 0.1201 -0.0190 -1.0746 -0.7584
Si -1.63431 0.34746 0.03333 -0.4774 -0.1201 0.2987 1.8036
H 3.04711 -1.12269 -1.51799 -1.1173 -0.9520 -0.0100 0.2164
H 2.46729 -2.83285 -0.94958 -0.5143 2.2958 0.1169 0.1946
H 1.25545 -1.56365 -1.53557 -0.4824 0.0758 -0.6198 0.2349
H -3.74802 -0.19032 -0.85441 -1.8866 -1.3190 0.5149 0.2168
H -3.06515 0.88443 -2.01104 0.7403 -1.4025 0.8831 0.2237
H -2.25217 -0.80328 -1.85932 -1.3067 0.2387 0.1464 0.2495
H -2.69497 2.72684 0.41485 -0.0142 -2.2925 1.0138 0.2245
H -3.36647 1.46865 1.73182 1.6008 0.4647 -1.3870 0.2249
H -1.77790 2.30376 1.73917 0.9187 -0.0440 1.0679 0.2263
H -2.50672 -1.11637 1.78246 0.4697 -0.0321 0.3011 0.2161
H -1.52763 -2.11628 0.72042 0.3328 -0.1137 -0.2326 0.2318
H -0.64975 -0.88930 1.76325 -1.0527 -0.7328 -0.0319 0.2362
H 1.12030 1.06572 1.22473 1.0192 -1.6181 -1.4547 0.2154
H 1.24241 -1.59804 0.84870 0.5275 0.6417 0.1150 0.1651
H 0.12086 1.13933 -1.31273 0.0121 0.4356 -0.5906 0.4016
H 3.76559 -0.33018 0.79955 -0.4763 -0.2109 0.3965 0.5050
```
Forces are in eV/Å.

Results
Charge = -1
Total energy = -23029.4510 eV

6.
Below is 2 unconnected molecules or ions with the total composition C5H13NO2 at a distorted geometry, with properties calculated with ωB97M-V with the def2-TZVPD basis set.

Geometry as XYZ:
```
21
Properties=species:S:1:pos:R:3:forces:R:3:nbo_charge:R:1
C 1.81806 2.69643 -0.30402 -0.1238 0.8767 0.2975 -0.3838
C 0.82354 1.99755 -0.84365 1.1376 0.6433 0.7906 -0.1690
C 0.41629 0.64328 -0.36683 0.2044 -0.0177 0.1145 -0.4616
C -0.65580 0.70580 0.72006 -0.4922 0.0636 1.5703 -0.0634
N -0.30327 1.63041 1.82542 0.9589 0.1441 -0.8670 -0.8500
C -0.95168 -0.68490 1.34769 -1.5083 0.1966 -2.1258 -0.0674
O -1.16378 -1.64419 0.30663 0.3450 -0.8045 -0.2284 -0.7423
H 2.04712 3.71847 -0.58741 -0.1969 -0.0572 -0.4930 0.1928
H 2.39056 2.46207 0.58872 -0.0534 -0.8028 -0.1767 0.1812
H 0.26362 2.48437 -1.63471 -0.1132 -0.2787 -0.1005 0.2015
H 1.23062 0.04819 0.06253 0.3285 0.3947 -0.1183 0.2102
H 0.14587 0.11357 -1.27668 -0.6579 -0.4771 0.3189 0.2326
H -1.56621 1.16540 0.32230 -0.2224 -0.5372 -0.2781 0.1808
H -0.86371 1.53510 2.66124 0.0721 -0.2885 -0.1148 0.3661
H 0.69336 1.56152 2.02777 -0.4158 0.0382 0.2931 0.3553
H -0.13913 -1.11686 1.92767 -0.0082 0.4435 0.2485 0.1878
H -1.92397 -0.62693 1.87212 0.7458 0.1640 0.5827 0.1648
H -1.88077 -1.40218 -0.28803 0.0033 0.2791 0.2728 0.4645
O 0.18515 -5.05588 -3.01349 0.2209 0.1959 0.3338 -0.9396
H -0.65162 -5.45212 -3.25667 -0.2040 -0.0785 0.0097 0.4671
H 0.08575 -4.77909 -2.09066 -0.0204 -0.0975 -0.3300 0.4725
```
Forces are in eV/Å.

Results
Charge = 0
Total energy = -10979.4522 eV
SMILES = C=CC[C@H](N)CO.O